The following is a quantum chemistry calculation of C32H45CaCl3FGeN2O12SeSi as an isolated structure, from the OMol25 dataset.

Summary:
LUMO (alpha / beta) (eV): 3.77 / 3.77
Highest occupied orbital energy (alpha / beta) (Ha): 0.0437 / -0.0783
F_max (hartree/bohr): 0.0805
Energy above the lowest of the compared OMol25 structures with the same formula, charge and spin (kJ/mol): 0.00
Frontier orbital gap (alpha / beta) (eV): 2.58 / 5.90
2S+1: 2
Charge: -2

Each line ends with the Löwdin charge.
CARTESIAN COORDINATES (ANGSTROEM)
Se1 11.131 6.955 11.003  0.9457
Ge1 8.345 7.036 11.490  -0.2942
Ca1 11.622 9.953 12.510  1.4258
Cl1 7.724 6.797 9.469  0.2222
Cl2 7.260 5.999 12.895  0.2786
Cl3 7.772 8.976 12.221  0.2651
Si1 13.920 12.440 10.748  -0.0036
F1 5.847 7.725 16.211  0.0288
O1 14.180 9.302 16.063  -0.0563
O2 12.632 11.777 11.539  -0.4292
O3 12.304 7.731 11.821  -0.5298
O4 10.005 6.091 12.051  -0.5232
O5 11.391 6.254 9.541  -0.4474
O6 13.658 13.316 9.394  -0.1239
O7 10.994 12.600 13.273  -0.1584
O8 14.976 11.248 10.367  -0.1149
O9 12.860 9.850 14.358  -0.1830
O10 10.047 8.397 10.947  -0.6949
O11 10.184 9.213 14.502  -0.1529
O12 14.797 13.443 11.629  -0.1064
N1 10.913 7.711 18.281  -0.0079
N2 9.575 11.862 11.073  0.0985
C1 7.772 13.317 11.529  -0.0248
C2 8.113 8.220 16.042  -0.0007
C3 11.798 8.776 16.222  -0.0382
C4 12.206 13.968 7.562  -0.0287
C5 7.313 13.170 10.224  -0.0851
C6 11.270 7.097 19.583  -0.3246
C7 8.775 6.759 19.971  -0.1876
C8 15.163 10.407 9.197  -0.6322
C9 13.069 9.338 15.473  -0.6168
C10 8.559 7.311 18.597  -0.1953
C11 9.033 11.545 9.899  -0.1419
C12 7.925 12.215 9.393  -0.0734
C13 9.649 12.968 13.244  -0.2222
C14 11.745 5.680 19.429  -0.0566
C15 11.932 8.178 17.458  -0.0161
C16 16.539 14.584 12.719  -0.0440
C17 9.637 7.806 17.841  -0.1335
C18 15.454 13.530 12.916  -0.5892
C19 15.911 9.214 9.756  -0.0197
C20 15.963 11.213 8.200  -0.0255
C21 10.104 7.155 20.597  -0.1557
C22 16.033 12.141 13.301  -0.0002
C23 10.497 8.800 15.642  -0.3609
C24 11.725 14.691 9.929  -0.0271
C25 14.397 14.058 13.900  -0.0124
C26 7.240 7.333 18.108  -0.0304
C27 9.420 8.273 16.534  -0.0603
C28 13.791 10.024 8.657  -0.0157
C29 7.059 7.726 16.782  -0.3194
C30 8.978 12.671 11.903  -0.2640
C31 13.735 15.621 8.730  -0.0360
C32 12.803 14.426 8.888  -0.6030
H1 6.488 13.775 9.828  0.0980
H2 12.064 5.291 20.398  0.0732
H3 17.041 14.709 13.679  0.0785
H4 13.291 9.424 9.433  0.0896
H5 16.900 9.540 10.072  0.0832
H6 10.316 6.520 21.471  0.1035
H7 14.811 14.079 14.891  0.0747
H8 9.058 12.427 14.010  0.1313
H9 8.630 5.681 19.983  0.0978
H10 13.196 10.871 8.342  0.0741
H11 7.524 11.951 8.403  0.0997
H12 13.183 16.495 8.360  0.0789
H13 12.079 7.698 20.013  0.1347
H14 10.940 5.065 19.036  0.0834
H15 7.889 8.637 15.102  0.0566
H16 15.262 11.426 13.494  0.0757
H17 16.962 11.380 8.616  0.0886
H18 11.754 14.833 7.121  0.0693
H19 16.054 10.653 7.296  0.0680
H20 15.436 12.148 8.027  0.0755
H21 15.397 8.717 10.564  0.0892
H22 13.506 13.436 13.918  0.0809
H23 10.041 8.178 21.017  0.1157
H24 12.570 5.598 18.721  0.0777
H25 12.193 14.985 10.863  0.0878
H26 16.042 15.512 12.446  0.0713
H27 11.074 15.481 9.574  0.0826
H28 14.154 15.076 13.620  0.0746
H29 11.169 13.753 10.108  0.0782
H30 13.979 9.404 7.791  0.0792
H31 16.704 11.777 12.532  0.0792
H32 9.515 14.045 13.488  0.1157
H33 12.959 8.119 17.836  0.1192
H34 9.534 10.772 9.359  0.1005
H35 7.325 14.033 12.216  0.1054
H36 17.237 14.297 11.925  0.0856
H37 6.442 6.943 18.721  0.0878
H38 11.472 13.175 7.712  0.0832
H39 11.571 12.474 12.390  0.0280
H40 7.950 7.135 20.619  0.1098
H41 15.996 8.553 8.908  0.0766
H42 14.196 15.842 9.735  0.1016
H43 14.527 15.326 8.030  0.0836
H44 16.581 12.310 14.207  0.0721
H45 12.995 13.583 6.915  0.0825

=====

The following is a quantum chemistry calculation of C32H45F4N4O8STl as an isolated structure, from the OMol25 dataset.

Summary:
LUMO (alpha / beta) (eV): -4.77 / -8.62
Highest occupied orbital energy (alpha / beta) (Ha): -0.3895 / -0.3895
F_max (hartree/bohr): 0.0661
Frontier orbital gap (alpha / beta) (eV): 5.82 / 1.98
2S+1: 2
Charge: +1

Each line ends with the Löwdin charge.
CARTESIAN COORDINATES (ANGSTROEM)
Tl1 -3.120 3.531 -0.057  0.9835
S1 -0.470 0.314 1.145  0.5357
F1 5.247 0.278 -1.527  0.1592
F2 1.302 0.576 -0.842  0.1160
F3 1.227 -1.415 0.044  0.1315
F4 -0.469 -0.781 -1.200  0.1205
O1 0.499 0.783 2.135  -0.3112
O2 -2.135 3.477 2.969  -0.2108
O3 1.969 -0.966 3.680  -0.1305
O4 3.759 -4.042 -1.158  -0.1131
O5 -1.337 1.408 0.607  -0.4630
O6 -1.737 3.285 -2.714  -0.2202
O7 -1.284 -0.804 1.603  -0.3138
O8 -2.884 -3.078 1.565  -0.1345
N1 1.615 -4.461 -3.090  0.0758
N2 -0.203 4.375 0.077  0.0503
N3 -2.383 -1.139 8.026  0.0525
N4 -3.430 0.727 -1.681  0.0553
C1 -3.247 -1.326 5.774  -0.0629
C2 -0.604 -3.577 -2.620  -0.0657
C3 0.489 -0.368 -0.345  -0.6039
C4 -1.153 -0.909 7.467  -0.1340
C5 -3.399 -1.372 7.183  -0.1453
C6 0.600 3.861 1.021  -0.1583
C7 0.450 5.204 -0.774  -0.1334
C8 -1.952 -1.159 5.250  -0.0834
C9 5.359 1.115 -3.743  0.0505
C10 -0.086 -4.331 -4.781  -0.1053
C11 -3.827 -1.674 -3.072  -0.0737
C12 -3.633 -2.952 2.782  -0.1496
C13 3.470 3.097 -2.975  -0.0130
C14 -0.897 -0.864 6.106  -0.0674
C15 0.702 -3.900 -2.253  -0.1368
C16 4.091 -2.712 -1.592  -0.1846
C17 -3.672 -0.485 -3.732  -0.0613
C18 2.637 4.666 0.091  -0.0648
C19 1.189 -4.648 -4.392  -0.1229
C20 3.985 2.168 -2.007  0.1526
C21 1.841 5.368 -0.837  -0.0928
C22 -3.526 0.638 -2.974  -0.2113
C23 3.944 3.109 -4.244  0.0361
C24 -0.784 2.230 -2.757  -0.1635
C25 -1.754 2.335 3.744  -0.1374
C26 -3.498 -0.465 -1.055  -0.1175
C27 4.894 2.068 -4.661  0.0835
C28 1.529 -2.196 3.217  -0.1793
C29 -1.014 -3.840 -3.910  -0.0790
C30 -3.651 -1.677 -1.704  -0.0536
C31 1.954 3.876 1.078  -0.0354
C32 4.882 1.178 -2.450  -0.1708
H1 0.084 -0.640 5.714  0.0954
H2 0.229 2.634 -2.754  0.0579
H3 -2.098 -2.547 1.713  0.0140
H4 3.536 -2.364 -2.463  0.0625
H5 -2.360 2.407 4.647  0.0900
H6 2.245 6.134 -1.482  0.1027
H7 -1.792 3.654 -3.598  0.0909
H8 -0.164 5.822 -1.413  0.1078
H9 5.291 2.050 -5.665  0.1330
H10 -3.988 -2.596 -3.611  0.1067
H11 -3.687 -2.596 -1.137  0.1094
H12 -3.049 -3.434 3.566  0.0754
H13 3.533 3.825 -4.940  0.1330
H14 -1.718 -1.174 4.196  0.0750
H15 4.162 -4.003 -0.287  0.0749
H16 -3.753 -1.936 3.156  0.0501
H17 0.449 -2.188 3.074  0.0652
H18 -4.568 -3.506 2.689  0.0856
H19 -0.689 2.287 3.970  0.0819
H20 0.009 3.366 1.778  0.0791
H21 5.103 -2.728 -1.996  0.0686
H22 2.505 3.536 1.943  0.1174
H23 -0.845 1.540 -1.916  0.0450
H24 2.078 -2.398 2.297  0.0648
H25 -2.030 1.384 3.288  0.0619
H26 1.510 -0.290 3.176  0.0057
H27 -2.238 4.186 3.608  0.0836
H28 -3.540 1.566 -3.526  0.1021
H29 -1.278 -3.164 -1.884  0.0839
H30 4.010 -1.953 -0.813  0.0610
H31 -3.356 -0.438 0.015  0.0994
H32 5.966 0.293 -4.093  0.1440
H33 3.702 4.838 0.158  0.1039
H34 -0.306 -4.432 -5.834  0.1017
H35 3.613 2.206 -0.994  0.1300
H36 2.714 3.826 -2.724  0.0949
H37 -4.409 -1.408 7.565  0.0971
H38 1.032 -3.792 -1.231  0.0942
H39 -0.772 1.652 -3.681  0.0904
H40 -1.987 -3.504 -4.239  0.0874
H41 -0.371 -0.640 8.163  0.0975
H42 -4.106 -1.504 5.143  0.0801
H43 -3.755 -0.388 -4.804  0.1108
H44 1.786 -2.980 3.930  0.0851
H45 1.819 -5.130 -5.125  0.0999